{"formula": "C19H18Br3CoN4O", "method": "the ωB97M-V functional and the def2-TZVPD basis", "symbols": ["N", "C", "H", "H", "N", "H", "Br", "C", "H", "C", "H", "N", "H", "H", "C", "C", "H", "C", "H", "C", "C", "C", "C", "H", "C", "C", "H", "C", "C", "C", "H", "C", "O", "C", "C", "H", "H", "Co", "C", "H", "H", "N", "H", "Br", "Br", "H"], "positions_angstrom": [[-0.062081, -0.416308, 2.239323], [3.918939, 0.136424, -0.863921], [-0.644909, -1.532499, 3.946920], [0.190465, 2.893936, -3.621021], [0.017687, -2.496087, -3.374070], [-1.849823, 2.239885, 0.145327], [-6.655401, 1.032626, -0.309458], [-4.803662, 0.653803, -0.197033], [-5.088102, -1.462746, -0.375826], [3.642992, -0.087448, 1.511612], [-2.679125, -1.961859, -0.225551], [3.010819, -5.390091, -1.780768], [4.564257, 0.248957, -1.726522], [-1.386105, 2.905867, -2.770656], [-0.378189, 2.513415, -2.784633], [2.545489, 0.053579, -1.029097], [1.585577, 0.369589, 3.300422], [-0.733050, -1.574859, 2.856015], [5.540345, 0.137070, 0.546562], [-0.685490, 0.829607, 2.715328], [1.391952, -0.407543, 2.556112], [-2.088250, 0.105742, -0.026607], [2.189716, -4.612846, -1.580661], [4.073566, -0.150633, 2.506260], [-3.010237, -0.929568, -0.169241], [4.468041, 0.070870, 0.412390], [-0.237007, 1.679630, 2.199600], [1.155967, -3.644696, -1.357605], [-3.904190, 1.700264, -0.052389], [1.699819, -0.095611, 0.071758], [-0.287680, -2.493310, 2.482814], [-4.372941, -0.659079, -0.257664], [-0.147309, -2.496474, -0.021167], [0.527064, -3.010168, -2.482303], [-2.548119, 1.417753, 0.031718], [-0.528956, 0.942491, 3.792811], [-1.788080, -1.559807, 2.582957], [-0.224935, -0.584650, 0.095295], [2.262628, -0.176733, 1.342696], [1.649134, -1.358688, 3.024200], [-1.752424, 0.813438, 2.504618], [0.820330, -3.372232, -0.140920], [-4.262025, 2.720405, -0.005331], [-0.490893, 0.603522, -2.980761], [0.513865, 3.086828, -1.176454], [2.131481, 0.107139, -2.027847]], "atomic_forces_ev_per_a": [[0.039, -0.075, 0.061], [0.011, -0.004, 0.012], [-0.012, -0.002, -0.002], [0.003, 0.022, -0.031], [-0.032, 0.043, -0.002], [-0.043, -0.020, -0.007], [-0.015, 0.005, -0.005], [0.038, -0.007, 0.003], [0.017, 0.018, 0.007], [0.020, 0.028, 0.006], [-0.015, 0.016, -0.003], [-0.005, 0.028, -0.007], [-0.012, -0.002, 0.009], [-0.009, 0.020, 0.032], [-0.084, -0.014, 0.031], [0.017, 0.027, 0.042], [0.009, -0.029, 0.058], [-0.004, 0.076, 0.046], [-0.010, -0.003, 0.001], [0.023, 0.019, -0.039], [-0.037, 0.048, -0.029], [0.058, 0.066, -0.067], [0.014, -0.062, 0.011], [-0.012, 0.004, -0.012], [-0.016, 0.022, -0.020], [0.005, 0.001, -0.007], [0.002, 0.002, 0.001], [0.073, -0.029, 0.030], [-0.005, 0.009, 0.000], [-0.009, 0.026, -0.112], [0.001, 0.002, 0.005], [-0.030, -0.028, 0.000], [-0.304, 0.111, -0.121], [0.011, 0.022, -0.055], [-0.027, 0.005, -0.025], [0.001, -0.006, 0.007], [0.004, -0.006, 0.000], [0.086, -0.361, 0.352], [-0.041, 0.015, 0.005], [0.008, -0.059, -0.074], [0.051, -0.002, 0.021], [0.119, 0.082, 0.096], [0.003, -0.009, 0.001], [0.062, -0.042, -0.191], [0.045, 0.049, -0.009], [0.001, -0.004, -0.018]], "lowdin_spin": [0.112, 0.007, 0.003, 0.001, 0.011, 0.005, 0.003, 0.008, 0.001, 0.006, 0.006, 0.012, 0.001, 0.000, 0.001, 0.042, 0.001, 0.005, 0.001, 0.008, 0.012, 0.216, 0.003, 0.001, 0.053, 0.010, 0.001, 0.027, 0.007, 0.186, 0.000, 0.009, 0.119, 0.003, 0.042, 0.002, 0.001, 2.986, 0.040, 0.001, 0.001, 0.000, 0.001, 0.031, 0.008, 0.004], "energy_ev": -275751.90936, "orbital_gap_ev": [9.02, 7.34], "spin_multiplicity": 5, "e_homo_ev": [-9.1, -9.2], "e_above_lowest_kj_mol": 0.0, "s_squared": 6.012}